DFT (the ωB97M-V functional and the def2-TZVPD basis) results for a cluster of 4 separate species, C24H54BN4O8 in total.

```
91
Properties=species:S:1:pos:R:3:mulliken_charge:R:1
O -0.77941 -2.09558 -3.64331 -0.357
O -2.22404 -2.89206 4.85299 -0.457
O 5.83355 0.18310 5.03299 -0.491
O 4.19293 -1.43453 3.97081 -0.536
O -3.17269 6.42706 -3.24640 -0.333
O 0.78969 -1.52312 0.55451 -0.129
O -1.59821 -7.27916 3.95613 -0.339
O -0.39239 3.08425 -4.48683 -0.242
N 4.37082 0.66643 1.64187 0.114
N -0.76512 -4.68027 2.72008 -0.232
N -0.40327 6.22548 -4.37363 -0.321
N -0.71566 0.13694 -1.64587 -0.232
C -2.10420 -2.50463 -3.34001 -0.703
C -1.63479 3.27898 -3.82576 -0.609
C 3.53472 2.33719 3.47952 -0.477
C 3.21518 2.81784 0.87758 -0.265
C 3.00643 3.28344 2.33441 -0.316
C 4.21798 1.01954 3.05285 0.190
C -2.75503 6.58500 -1.90076 -0.702
C 0.44404 5.32578 -5.16012 -0.754
C 0.07877 0.04504 -2.87227 -0.170
C -0.84545 -2.84111 4.50867 -0.601
C -0.67535 -0.70791 -3.96850 -0.917
C -2.57950 7.37341 -4.13857 -0.803
C -0.36462 -7.05616 3.27187 -0.879
C 2.75887 -1.34953 3.71732 -0.046
C 1.20280 -0.27904 0.00417 0.149
C -2.68181 -4.16638 5.28123 -0.558
C 0.58353 -2.55609 -0.40124 -0.786
C 0.04507 0.60478 -0.48767 -1.033
C 0.09599 -5.60905 3.45318 -0.190
C -0.15287 3.97155 -5.57549 -0.611
C -2.69554 -7.49381 3.08234 -0.694
C 3.91922 1.48492 0.55151 -0.414
C -1.59949 6.67870 -5.08479 -0.190
C -0.54290 -3.27409 3.06477 0.007
B 4.79204 -0.11865 4.10345 0.576
H -0.56062 -1.78630 4.59297 0.298
H 0.59254 3.47194 -6.20304 0.365
H -0.45782 -2.56209 -0.72856 0.203
H 3.42241 2.58479 4.58357 0.397
H -2.96614 -6.57187 2.55989 0.285
H 2.32826 -2.39945 3.90848 0.212
H -0.23694 -3.37441 5.24770 0.412
H 4.07430 1.08518 -0.50718 0.398
H -1.65455 -0.25419 -4.16574 0.388
H -1.04642 4.07561 -6.19982 0.370
H -0.09250 -0.64654 -4.89340 0.396
H -2.47536 -8.28276 2.35758 0.344
H 1.33339 5.12648 -4.55289 0.357
H 0.77192 -3.51411 0.08761 0.282
H -1.30532 7.37774 -5.87411 0.403
H 0.37508 -7.71550 3.73837 0.394
H -2.79948 -2.21137 -4.13155 0.336
H 6.10123 -0.68138 5.42531 0.340
H 1.12402 -5.51062 3.08844 0.330
H -2.11001 -3.59328 -3.25846 0.251
H -2.10042 8.20269 -3.60337 0.391
H 0.42569 1.61156 -0.69699 0.315
H -3.55029 -7.80527 3.68577 0.239
H 2.48388 4.25838 2.61781 0.390
H 2.48165 -1.08490 2.63837 -0.114
H 1.02059 -0.48598 -2.69496 0.245
H -1.73498 -4.90462 2.91237 0.097
H -1.70925 6.28806 -1.77804 0.280
H 2.23333 -0.63000 4.44418 0.247
H 0.31291 1.05449 -3.22551 0.389
H -3.36903 5.93051 -1.27874 0.236
H -1.18268 -2.68641 2.39870 0.229
H 4.82218 -0.23728 1.39494 0.355
H -1.09679 -0.77695 -1.42729 0.110
H 0.78802 5.85558 -6.05505 0.422
H -2.89248 7.61600 -1.56244 0.345
H -1.90850 -4.73405 5.80572 0.278
H -3.06058 -4.73535 4.42935 0.190
H -1.94766 2.32259 -3.40049 0.272
H -0.67082 0.70524 0.33477 0.446
H -2.12727 5.83836 -5.54746 0.166
H -2.41874 3.62760 -4.50308 0.338
H -0.68336 5.73991 -3.52895 0.077
H -3.39569 7.79479 -4.73470 0.391
H 1.97819 -0.42502 -0.75737 0.354
H 0.08860 -5.39264 4.52660 0.213
H -0.42496 -7.32771 2.21058 0.430
H -2.43245 -2.09023 -2.38244 0.300
H 0.49129 -3.00870 2.81977 -0.136
H 2.85215 3.44359 -0.01438 0.435
H -3.51960 -4.01461 5.96453 0.300
H 1.68878 0.25857 0.82604 -0.190
H -1.51245 3.97588 -2.99344 0.145
H 1.25347 -2.47020 -1.26101 0.402
```

Values from the calculation:
E	-48768.8977	eV
charge	+1
highest occupied orbital energy	-10.342	eV
ΔE to the lowest compared entry with this formula, charge and spin	85.2	kcal per mole


DFT (the ωB97M-V functional and the def2-TZVPD basis) results for an isolated molecule of C3H8Br2Si.

```
14
Properties=species:S:1:pos:R:3:nbo_charge:R:1
Br -2.30677 2.00521 0.07519 -0.208
Br -2.70071 -1.33197 0.00233 0.057
Si 0.42325 -0.56544 0.28168 1.349
C -1.46453 -0.13718 0.90520 -0.545
C 0.38355 -0.86349 -1.59383 -1.113
C 1.19216 1.12410 0.82320 -1.089
H -0.55822 -1.43509 -2.05796 0.271
H 2.26444 0.90431 0.88393 0.228
H 1.02804 1.88918 0.00924 0.249
H 1.09028 -1.50040 1.19428 -0.155
H 0.55765 -0.06014 -2.20719 0.251
H 0.74186 1.61078 1.68326 0.253
H 1.18929 -1.51671 -1.93267 0.251
H -1.84028 -0.12314 1.93333 0.202
```

Values from the calculation:
structure (SMILES)	C[SiH](C)C(Br)Br
E	-151201.8041	eV
highest occupied orbital energy	-9.668	eV
ΔE to the lowest compared entry with this formula, charge and spin	82.8	kcal per mole


DFT (the ωB97M-V functional and the def2-TZVPD basis) results for a structure of composition C7H10BaO3Si.

```
22
Properties=species:S:1:pos:R:3:mulliken_charge:R:1
Ba -1.16856 3.47849 0.56587 1.804
Si -0.66341 0.63767 0.02048 0.042
O 2.53256 1.99875 1.71609 -0.297
O 1.84497 -1.92813 -1.81796 -0.403
O -0.24600 -1.41621 -2.78067 -0.478
C 0.71476 -1.03433 -2.01546 0.367
C -1.22221 -2.20681 0.54034 -0.535
C -1.92174 -0.80854 0.08413 -0.325
C 0.17366 1.03097 1.73299 -0.672
C -0.76998 -3.45497 0.54192 -0.090
C 0.70649 0.43775 -1.31428 -0.466
C 1.31175 2.19903 1.41493 0.330
H -0.61130 1.50750 2.48011 0.341
H 0.67285 0.10505 2.21964 0.402
H -1.46033 1.84712 -0.31171 -0.228
H -0.32967 -4.50711 0.31427 0.372
H -2.39151 -0.88728 -0.98334 0.358
H 0.50170 1.24935 -2.13191 0.366
H -2.80024 -0.56391 0.80916 0.470
H 2.31505 -1.52026 -1.03844 0.327
H 1.02958 3.20280 0.88149 -0.143
H 1.78156 0.63305 -0.92764 0.458
```

Values from the calculation:
E	-22111.0896	eV
charge	+2
highest occupied orbital energy	-15.497	eV
ΔE to the lowest compared entry with this formula, charge and spin	83.6	kcal per mole